Molecular formula: C34H36IrN3PS5Sb
Method: DFT, the ωB97M-V functional and the def2-TZVPD basis

Values from the calculation:
ΔE to the lowest compared entry with this formula, charge and spin	0.00	kJ/mol
LUMO (spin up / spin down)	0.01130 / -0.02509	hartree
multiplicity	5
E_tot	-4158.319388	Ha
orbital gap (spin up / spin down)	0.244 / 0.227	Ha
HOMO energy (spin up / spin down)	-6.32 / -6.85	eV
⟨S²⟩	6.0207
F_max	0.1	eV Å⁻¹

Each line ends with the Löwdin charge.
Element x y z (Å)
Ir  -0.807  -0.176  0.179  0.64
S  2.938  2.517  5.806  0.51
C  2.190  1.777  4.546  -1.52
S  2.546  2.110  2.886  0.88
C  1.403  0.997  2.171  -1.13
C  0.651  0.279  3.032  -1.15
S  -0.588  -0.846  2.578  0.45
S  0.956  0.578  4.728  0.88
S  1.250  0.934  0.443  0.49
C  -2.809  -3.606  1.887  -0.21
C  -2.540  -3.906  0.415  -0.43
Sb  -0.851  -2.819  -0.322  1.32
C  -0.722  -3.628  -2.303  -0.42
C  -1.916  -3.250  -3.173  -0.19
C  0.753  -3.881  0.613  -0.42
C  0.559  -5.390  0.692  -0.19
H  -3.670  -4.169  2.251  0.07
H  -3.013  -2.546  2.043  0.04
H  -1.954  -3.863  2.515  0.06
H  -3.391  -3.621  -0.205  0.05
H  -2.352  -4.968  0.245  0.05
H  -0.629  -4.712  -2.207  0.04
H  0.209  -3.253  -2.731  0.05
H  -2.852  -3.625  -2.754  0.06
H  -1.821  -3.667  -4.178  0.07
H  -2.007  -2.168  -3.273  0.04
H  0.861  -3.432  1.601  0.03
H  1.648  -3.619  0.046  0.05
H  -0.298  -5.650  1.316  0.06
H  1.436  -5.874  1.128  0.07
H  0.399  -5.836  -0.292  0.06
N  0.848  1.113  -4.034  0.14
C  0.968  0.457  -2.849  -0.18
N  -0.180  0.101  -2.347  0.03
C  -1.136  0.568  -3.241  -0.26
C  -2.529  0.520  -3.174  -0.05
C  -3.239  1.131  -4.188  -0.08
C  -2.589  1.775  -5.254  -0.09
C  -1.211  1.827  -5.336  -0.03
C  -0.503  1.213  -4.308  -0.22
H  1.604  1.512  -4.562  0.16
H  1.925  0.274  -2.384  0.11
H  -3.019  0.057  -2.329  0.09
H  -4.321  1.130  -4.154  0.10
H  -3.184  2.245  -6.027  0.10
H  -0.712  2.329  -6.155  0.11
N  -2.332  0.983  0.047  -0.44
P  -2.511  2.553  0.068  0.80
C  -2.554  3.236  1.741  -0.29
C  -2.240  2.398  2.805  -0.08
C  -2.182  2.909  4.095  -0.06
C  -2.450  4.250  4.323  -0.07
C  -2.778  5.087  3.262  -0.08
C  -2.827  4.584  1.973  -0.08
C  -1.228  3.510  -0.779  -0.29
C  -1.255  3.664  -2.164  -0.09
C  -0.215  4.315  -2.810  -0.08
C  0.859  4.808  -2.080  -0.08
C  0.895  4.649  -0.703  -0.07
C  -0.144  4.001  -0.053  -0.10
C  -4.068  2.991  -0.745  -0.28
C  -4.323  4.260  -1.259  -0.09
C  -5.542  4.536  -1.860  -0.07
C  -6.511  3.546  -1.951  -0.08
C  -6.261  2.279  -1.442  -0.08
C  -5.042  2.001  -0.841  -0.09
H  -2.028  1.352  2.621  0.03
H  -1.918  2.256  4.917  0.10
H  -2.399  4.649  5.328  0.11
H  -2.987  6.134  3.440  0.10
H  -3.067  5.245  1.148  0.10
H  -2.088  3.280  -2.742  0.10
H  -0.249  4.441  -3.886  0.10
H  1.667  5.322  -2.586  0.10
H  1.735  5.022  -0.131  0.11
H  -0.107  3.873  1.022  0.11
H  -3.563  5.031  -1.212  0.10
H  -5.733  5.522  -2.263  0.10
H  -7.461  3.762  -2.422  0.10
H  -7.016  1.507  -1.512  0.10
H  -4.827  1.015  -0.446  0.10

---

Molecular formula: C34H36MnN9P2S2Se2
Method: DFT, the ωB97M-V functional and the def2-TZVPD basis

Values from the calculation:
ΔE to the lowest compared entry with this formula, charge and spin	65.60	kJ/mol
LUMO (spin up / spin down)	-0.08385 / -0.08411	hartree
total charge	+1
multiplicity	6
E_tot	-9242.856916	Ha
orbital gap (spin up / spin down)	0.255 / 0.254	Ha
HOMO energy (spin up / spin down)	-9.21 / -9.21	eV
⟨S²⟩	8.7539
F_max	1.3	eV Å⁻¹

Each line ends with the Löwdin charge.
Element x y z (Å)
Mn  -0.587  -1.947  2.427  0.46
C  4.965  -1.673  3.345  0.01
C  3.825  -1.693  4.282  -0.33
N  3.885  -1.694  5.570  0.13
N  2.611  -1.730  6.012  0.04
C  1.720  -1.765  4.998  -0.77
S  0.070  -1.858  5.084  0.64
N  2.507  -1.750  3.865  -0.08
N  1.999  -1.727  2.572  0.07
H  5.881  -1.663  3.925  0.09
H  4.939  -0.783  2.715  0.09
H  4.965  -2.557  2.704  0.09
H  2.402  -1.713  6.997  0.17
H  2.022  -0.772  2.191  0.05
H  2.518  -2.345  1.949  0.11
Se  -0.097  -1.918  -4.765  0.30
P  0.000  -0.292  -3.424  0.51
C  1.590  0.577  -3.574  -0.36
C  1.898  1.215  -4.772  -0.10
C  3.154  1.765  -4.953  -0.06
C  4.113  1.656  -3.956  -0.07
C  3.818  0.987  -2.781  -0.08
C  2.562  0.441  -2.591  -0.10
C  -1.387  0.860  -3.694  -0.35
C  -2.647  0.268  -3.678  -0.13
C  -3.773  1.025  -3.932  -0.09
C  -3.646  2.378  -4.210  -0.08
C  -2.390  2.959  -4.265  -0.07
C  -1.255  2.204  -4.015  -0.09
C  -0.096  -0.887  -1.733  -0.43
C  -0.112  -0.381  -0.421  -0.40
N  -0.108  -1.480  0.376  -0.18
N  -0.102  -2.554  -0.383  -0.06
N  -0.092  -2.226  -1.633  -0.02
P  -0.169  1.197  0.449  0.66
Se  -0.105  0.929  2.576  0.40
C  1.213  2.260  -0.074  -0.35
C  2.317  2.422  0.751  -0.12
C  3.355  3.242  0.352  -0.07
C  3.291  3.895  -0.868  -0.06
C  2.176  3.749  -1.678  -0.06
C  1.133  2.934  -1.286  -0.09
C  -1.718  2.021  0.016  -0.36
C  -2.772  1.330  -0.565  -0.10
C  -3.996  1.958  -0.709  -0.07
C  -4.171  3.255  -0.254  -0.06
C  -3.120  3.934  0.344  -0.06
C  -1.892  3.319  0.486  -0.09
H  1.156  1.261  -5.558  0.11
H  3.391  2.275  -5.874  0.11
H  5.095  2.080  -4.103  0.11
H  4.569  0.890  -2.010  0.11
H  2.334  -0.095  -1.678  0.10
H  -2.725  -0.795  -3.486  0.10
H  -4.748  0.563  -3.924  0.11
H  -4.525  2.976  -4.396  0.11
H  -2.291  4.006  -4.511  0.11
H  -0.275  2.658  -4.085  0.09
H  2.336  1.941  1.720  0.05
H  4.206  3.383  0.999  0.11
H  4.106  4.528  -1.181  0.11
H  2.121  4.281  -2.614  0.12
H  0.246  2.824  -1.892  0.09
H  -2.633  0.311  -0.899  0.09
H  -4.818  1.430  -1.167  0.11
H  -5.135  3.731  -0.353  0.11
H  -3.266  4.937  0.712  0.11
H  -1.068  3.822  0.973  0.11
N  0.849  -4.953  2.756  0.01
C  0.519  -6.244  2.580  -0.06
C  -0.820  -6.276  2.265  -0.03
C  -1.220  -4.938  2.274  -0.13
N  -0.201  -4.142  2.574  -0.07
H  1.750  -4.587  3.020  0.15
H  1.237  -7.032  2.682  0.13
H  -1.419  -7.134  2.053  0.10
H  -2.193  -4.521  2.084  0.10
C  -4.162  -2.280  1.133  -0.34
S  -3.065  -1.212  2.116  0.72
C  -4.093  -0.946  3.588  -0.33
H  -4.595  -3.047  1.769  0.04
H  -3.569  -2.739  0.347  0.04
H  -4.945  -1.668  0.695  0.04
H  -4.872  -0.229  3.344  0.05
H  -3.453  -0.545  4.367  0.04
H  -4.524  -1.889  3.908  0.05